Entry 1:
2 unconnected molecules or ions with the total composition C10H9N3OS. Source: the Open Molecules 2025 dataset; level of theory: ωB97M-V/def2-TZVPD.

**HOMO energy**: -0.2782 hartree
**ΔE to the lowest compared entry with this formula, charge and spin**: 98.7 kcal/mol
**Kohn-Sham gap**: 6.55 eV

Structure (XYZ):
```
24
Properties=species:S:1:pos:R:3:forces:R:3
C 0.44417 0.29856 -4.12035 0.74 0.09 -0.37
C -0.95212 -1.60156 -0.68426 0.64 2.66 -0.37
C -0.98761 0.81030 -0.47346 -0.80 -1.98 -0.93
C 0.13235 -1.63862 0.15488 0.93 0.52 0.16
C 0.05219 0.76752 0.42631 -0.57 -0.97 -0.47
C -1.47216 -0.35073 -1.06789 -0.92 0.15 0.15
C 0.64588 -0.43644 0.71549 0.28 -1.58 -0.23
C 0.80304 -0.92823 -4.50390 0.66 -1.51 -0.44
C 2.51165 0.37141 2.04737 2.13 -0.38 0.65
C -2.45835 -0.24237 -2.29001 -2.02 2.45 2.75
N -0.42423 0.90109 -3.59521 -0.37 1.85 0.58
N -1.35504 -1.53073 -3.94323 -0.60 0.24 0.32
N -1.69240 -0.57606 -3.39712 1.68 -1.77 -1.95
O 1.81381 -0.68564 1.38815 -0.41 1.43 -0.07
S 1.87680 -2.03227 -4.85434 -0.58 0.63 0.07
H -1.21811 -2.32183 -1.37310 -0.43 -2.38 -0.65
H -1.36755 1.72460 -0.83530 -0.26 1.10 -0.09
H 0.83315 -2.47715 0.24638 -0.81 -0.03 0.14
H 0.33286 1.72015 0.67968 1.42 1.83 1.30
H 3.36455 -0.22747 2.48730 -0.63 0.98 -0.45
H 1.99224 0.76557 2.93590 -0.31 0.06 -0.62
H 2.99939 1.22667 1.43160 -1.30 -1.53 0.51
H -3.40365 -0.84438 -2.26019 0.96 0.25 0.23
H -2.76215 0.88533 -2.33872 0.58 -2.12 -0.22
```
Positions in Å, forces in eV/Å.

---

Entry 2:
A molecular structure, C5H6LiO4. Source: the Open Molecules 2025 dataset; level of theory: ωB97M-V/def2-TZVPD.

**HOMO energy**: -0.1284 hartree
**ΔE to the lowest compared entry with this formula, charge and spin**: 0.0 kcal/mol
**Kohn-Sham gap**: 6.56 eV
**Net charge**: -1

Structure (XYZ):
```
16
Properties=species:S:1:pos:R:3:forces:R:3
C -2.87152 -0.33375 -1.99184 0.06 -0.09 0.24
H -2.04419 -0.55658 -2.68645 -0.23 0.09 0.22
H -3.64703 0.31827 -2.43405 0.17 -0.15 0.13
C -2.88859 -0.81217 -0.72465 -0.30 -0.18 -0.48
H -3.81853 -0.49496 -0.20629 0.25 0.03 -0.09
H 2.00861 -1.29977 -1.00943 -0.15 0.05 0.18
C 1.29611 -1.38817 -0.16453 0.04 0.48 0.56
C 1.37678 -0.42957 0.79190 -0.56 -1.08 -0.14
O 2.30124 0.61966 0.62091 0.81 0.14 -0.25
C 2.27974 1.61371 1.48479 -0.01 -0.74 0.56
O 2.81521 1.64362 2.56768 -0.07 0.24 -0.39
O 1.55010 2.60215 0.97267 -0.04 1.13 -0.38
O 0.47169 -2.38953 -0.15880 -0.34 -0.18 -0.09
H 0.77772 -0.38997 1.70249 0.18 -0.01 -0.30
H 1.73308 3.41446 1.46016 -0.14 -0.11 0.29
Li -1.34044 -2.11739 -0.22455 0.32 0.40 -0.06
```
Positions in Å, forces in eV/Å.

---

Entry 3:
A molecular structure, C7H4MnO5. Source: the Open Molecules 2025 dataset; level of theory: ωB97M-V/def2-TZVPD.

**Multiplicity**: 5
**HOMO energy (alpha / beta)**: -0.8314 / -0.8850 hartree
**ΔE to the lowest compared entry with this formula, charge and spin**: 27.6 kcal/mol
**Kohn-Sham gap (alpha / beta)**: 9.04 / 7.41 eV
**Net charge**: +3

Structure (XYZ):
```
17
Properties=species:S:1:pos:R:3:forces:R:3
Mn 0.54837 -0.95878 0.24460 -0.71 2.57 1.81
C 1.38842 -2.44206 0.69315 5.35 -9.58 2.62
O 1.94113 -3.41625 0.98066 -2.28 4.03 -1.17
C 0.36454 -1.69613 -1.41283 -1.87 -2.56 -9.69
O 0.20519 -2.08809 -2.49548 0.99 1.60 5.50
C 2.21485 -0.29723 -0.23703 5.88 4.61 -1.89
O 3.21424 0.22573 -0.46792 -3.76 -2.49 0.91
C -1.01055 -1.81189 0.79490 -7.17 -1.49 2.28
O -2.00762 -2.22068 1.20077 4.17 1.20 -1.62
C -1.38836 2.77438 -0.15615 0.66 1.61 4.57
H -2.11414 2.55034 0.65781 0.45 0.31 -0.62
H -0.46664 3.32602 0.13156 -0.72 -0.24 -0.24
C -1.59127 2.35028 -1.41014 -0.77 -1.45 -4.53
H -0.84568 2.53323 -2.21275 -0.57 0.01 0.48
H -2.49100 1.75900 -1.68325 0.52 0.53 0.13
O 1.09301 -0.08413 3.21953 -0.48 -2.39 -4.96
C 0.94552 -0.50373 2.15258 0.33 3.73 6.43
```
Positions in Å, forces in eV/Å.

---

Entry 4:
C4H6Cl2O in the gas phase. Source: the Open Molecules 2025 dataset; level of theory: ωB97M-V/def2-TZVPD.

**HOMO energy**: -0.3367 hartree
**ΔE to the lowest compared entry with this formula, charge and spin**: 52.5 kcal/mol
**SMILES string**: CC(=O)[C@@H](Cl)CCl
**Kohn-Sham gap**: 9.76 eV

Structure (XYZ):
```
13
Properties=species:S:1:pos:R:3:forces:R:3
C -0.19615 0.33561 -0.70409 -0.81 -0.46 -1.52
C 0.20338 1.85783 -1.57939 1.60 -5.20 -0.02
C -0.60339 -1.23000 1.35277 1.23 1.83 2.54
C 0.57842 -0.84861 0.53666 0.30 2.01 -3.72
O -1.21785 -0.12816 -1.14924 1.10 0.27 0.93
Cl -0.32858 -2.61593 2.33806 0.69 -1.75 1.11
Cl 1.79826 0.01026 1.43707 0.42 0.28 0.55
H 1.18626 -1.59196 -0.11519 -1.78 0.90 1.17
H -0.58318 1.81680 -2.37409 0.99 0.31 0.87
H 1.29541 1.69125 -1.89697 -1.80 0.44 0.04
H 0.18557 2.58620 -0.85776 -0.37 2.05 1.38
H -0.83204 -0.42279 2.11490 0.38 -0.51 -1.21
H -1.48610 -1.46051 0.89727 -1.95 -0.15 -2.13
```
Positions in Å, forces in eV/Å.